a) C5H16NO | the ωB97M-V functional and the def2-TZVPD basis

Properties
* LUMO energy: -3.5407 eV
* gap between HOMO and LUMO: 0.3978 Ha
* charge: +1

Each atom is followed by the atoms it is bonded to, with distances in Å.
Cartesian coordinates (Å):
1 C 0.82 0.92 0.04  C2 1.558, N6 1.560, H7 1.163, H8 1.006
2 C 0.05 -0.43 0.12  C1 1.558, C3 1.493, H9 1.050, H10 1.119
3 C -1.40 -0.16 0.34  C2 1.493, C4 1.603, H11 1.159, H12 1.120
4 C -2.16 0.26 -1.01  C3 1.603, C5 1.535, H13 1.070, H14 1.110
5 C -2.46 -0.98 -1.87  C4 1.535, H15 1.107, H16 1.212, H17 1.044
6 N 1.53 1.13 1.41  C1 1.560, H18 0.971, H19 1.038, H20 1.185
7 H -0.10 1.62 -0.09  C1 1.163
8 H 1.42 1.04 -0.77  C1 1.006
9 H 0.32 -0.99 -0.73  C2 1.050
10 H 0.47 -1.06 0.94  C2 1.119
11 H -2.10 -0.97 0.79  C3 1.159
12 H -1.59 0.48 1.23  C3 1.120
13 H -2.94 0.96 -0.82  C4 1.070
14 H -1.58 0.77 -1.81  C4 1.110
15 H -1.42 -1.19 -2.16  C5 1.107
16 H -3.03 -0.73 -2.91  C5 1.212
17 H -2.92 -1.84 -1.49  C5 1.044
18 H 1.16 1.73 2.07  N6 0.971
19 H 1.68 0.15 1.71  N6 1.038
20 H 2.58 1.65 1.17  N6 1.185
21 H 4.13 -0.80 0.50  O23 1.010
22 H 4.04 -0.87 2.07  O23 0.974
23 O 3.50 -0.70 1.28  H21 1.010, H22 0.974

Here are the Löwdin charges for atoms 1 to 5, given in e: -0.10 -0.21 -0.22 -0.25 -0.12

=====

b) C5H16NO | the ωB97M-V functional and the def2-TZVPD basis

Properties
* LUMO energy: -3.3081 eV
* gap between HOMO and LUMO: 0.4166 Ha
* charge: +1

Each atom is followed by the atoms it is bonded to, with distances in Å.
Cartesian coordinates (Å):
1 C -0.23 -0.33 1.17  C2 1.616, N6 1.608, H7 1.206, H8 1.047
2 C -0.10 -0.83 -0.36  C1 1.616, C3 1.490, C4 1.577, H9 1.126
3 C 1.02 -1.80 -0.53  C2 1.490, H10 1.205, H11 1.147, H12 1.134
4 C -1.42 -1.46 -0.94  C2 1.577, C5 1.511, H13 1.147, H14 1.035
5 C -1.57 -1.22 -2.42  C4 1.511, H15 1.103, H16 1.191, H17 1.053
6 N 0.86 0.85 1.27  C1 1.608, H18 1.097, H19 1.059, H20 0.992
7 H 0.07 -1.15 2.01  C1 1.206
8 H -1.15 0.10 1.42  C1 1.047
9 H 0.11 0.14 -0.90  C2 1.126
10 H 1.28 -2.04 -1.68  C3 1.205
11 H 2.02 -1.35 -0.18  C3 1.147
12 H 0.85 -2.77 0.02  C3 1.134
13 H -1.52 -2.56 -0.61  C4 1.147
14 H -2.15 -0.95 -0.42  C4 1.035
15 H -1.73 -0.15 -2.65  C5 1.103
16 H -0.65 -1.58 -3.09  C5 1.191
17 H -2.45 -1.75 -2.66  C5 1.053
18 H 1.30 0.80 2.27  N6 1.097
19 H 1.72 0.65 0.68  N6 1.059
20 H 0.48 1.76 1.19  N6 0.992
21 H 1.53 4.36 1.96  O23 0.994
22 H 0.21 4.33 1.21  O23 0.974
23 O 0.98 3.76 1.38  H21 0.994, H22 0.974

Here are the Löwdin charges for atoms 1 to 5, given in e: -0.04 -0.40 -0.11 -0.24 -0.10

=====

c) C5H16NO | the ωB97M-V functional and the def2-TZVPD basis

Properties
* LUMO energy: -3.3337 eV
* gap between HOMO and LUMO: 0.4146 Ha
* charge: +1

Each atom is followed by the atoms it is bonded to, with distances in Å.
Cartesian coordinates (Å):
1 C -1.30 -0.49 0.30  C2 1.515, N6 1.504, H7 1.086, H8 1.077
2 C -0.36 0.57 -0.24  C1 1.515, C3 1.545, H9 1.087, H10 1.088
3 C 0.26 0.08 -1.56  C2 1.545, C4 1.545, C5 1.554, H11 1.089
4 C 0.64 1.30 -2.43  C3 1.545, H12 1.087, H13 1.086, H14 1.098
5 C 1.55 -0.70 -1.19  C3 1.554, H15 1.097, H16 1.087, H17 1.083
6 N -1.75 -0.31 1.73  C1 1.504, H18 1.037, H19 1.023, H20 1.016
7 H -0.74 -1.42 0.26  C1 1.086
8 H -2.14 -0.52 -0.37  C1 1.077
9 H 0.37 1.01 0.44  C2 1.087
10 H -0.95 1.45 -0.49  C2 1.088
11 H -0.40 -0.64 -2.06  C3 1.089
12 H 1.72 1.39 -2.54  C4 1.087
13 H 0.32 2.23 -1.96  C4 1.086
14 H 0.19 1.32 -3.43  C4 1.098
15 H 1.42 -1.29 -0.28  C5 1.097
16 H 1.79 -1.40 -1.98  C5 1.087
17 H 2.41 -0.05 -1.06  C5 1.083
18 H -1.21 -0.93 2.36  N6 1.037
19 H -1.46 0.60 2.09  N6 1.023
20 H -2.76 -0.34 1.82  N6 1.016
21 H 0.89 -1.34 3.86  O23 0.971
22 H 1.02 0.14 3.46  O23 0.972
23 O 0.50 -0.66 3.27  H21 0.971, H22 0.972

Here are the Löwdin charges for atoms 1 to 5, given in e: -0.14 -0.20 -0.39 -0.05 -0.07

=====

d) C5H16NO | the ωB97M-V functional and the def2-TZVPD basis

Properties
* LUMO energy: -3.3276 eV
* gap between HOMO and LUMO: 0.4199 Ha
* charge: +1

Each atom is followed by the atoms it is bonded to, with distances in Å.
Cartesian coordinates (Å):
1 C -0.63 1.00 -0.78  C2 1.520, N6 1.514, H7 1.087, H8 1.089
2 C -0.32 0.02 0.35  C1 1.520, C3 1.545, H9 1.090, H10 1.097
3 C 0.47 0.64 1.52  C2 1.545, C4 1.547, C5 1.540, H11 1.100
4 C 1.82 1.22 1.05  C3 1.547, H12 1.083, H13 1.096, H14 1.088
5 C 0.75 -0.41 2.61  C3 1.540, H15 1.094, H16 1.086, H17 1.085
6 N -1.04 0.28 -2.05  C1 1.514, H18 1.020, H19 1.026, H20 1.029
7 H -1.43 1.69 -0.52  C1 1.087
8 H 0.23 1.59 -1.08  C1 1.089
9 H -1.22 -0.45 0.75  C2 1.090
10 H 0.34 -0.73 -0.11  C2 1.097
11 H -0.21 1.42 1.90  C3 1.100
12 H 2.40 1.48 1.92  C4 1.083
13 H 2.22 0.40 0.44  C4 1.096
14 H 1.72 2.05 0.35  C4 1.088
15 H -0.20 -0.94 2.80  C5 1.094
16 H 0.95 0.06 3.57  C5 1.086
17 H 1.56 -1.04 2.26  C5 1.085
18 H -0.76 0.68 -2.94  N6 1.020
19 H -2.06 0.13 -2.09  N6 1.026
20 H -0.62 -0.65 -2.00  N6 1.029
21 H -1.45 -2.81 -3.41  O23 0.956
22 H -1.04 -3.16 -2.02  O23 0.950
23 O -1.46 -2.47 -2.52  H21 0.956, H22 0.950

Here are the Löwdin charges for atoms 1 to 5, given in e: -0.13 -0.18 -0.43 -0.06 -0.06

=====

The energetic minimum among the shown structures is d); the next structure lies 4.9 kcal/mol above.